A:
C4H15N2O2 | ωB97M-V/def2-TZVPD

## Properties
Expectation value of S² ... 0.754
Highest occupied orbital energy (alpha / beta) ... -17.8 / -17.8 eV
Net charge ... +2
Spin multiplicity ... 2

Last column: Löwdin charge in e.
Element x y z (Å)
N  -1.232  0.845  0.672  0.24
C  -0.314  -0.343  0.214  -0.20
C  -1.114  -1.297  -0.632  -0.22
O  -2.439  -1.443  -0.098  -0.02
C  0.856  0.212  -0.657  -0.06
N  1.459  -0.952  -1.397  0.14
C  2.916  -0.756  -1.779  0.06
H  -0.633  1.458  1.334  0.19
H  -1.941  0.502  1.312  0.15
H  -1.804  1.334  -0.034  0.19
H  0.063  -0.743  1.138  0.16
H  -0.614  -2.287  -0.875  0.17
H  -1.269  -0.863  -1.637  0.14
H  -2.441  -2.233  0.469  0.13
H  0.621  0.926  -1.425  0.16
H  1.689  0.474  0.036  0.15
H  0.918  -1.049  -2.273  0.17
H  3.458  -0.389  -0.932  0.10
H  2.992  -0.234  -2.732  0.14
H  3.315  -1.759  -2.043  0.14
H  -1.564  2.431  4.373  0.09
H  -1.665  3.524  3.528  0.06
O  -1.256  2.644  3.439  -0.10

B:
C4H15N2O2 | ωB97M-V/def2-TZVPD

## Properties
Expectation value of S² ... 0.753
Highest occupied orbital energy (alpha / beta) ... -17.5 / -17.5 eV
Net charge ... +2
Spin multiplicity ... 2

Last column: Löwdin charge in e.
Element x y z (Å)
N  -3.543  0.698  2.259  0.50
C  1.151  -1.266  0.125  0.21
C  1.906  -0.109  0.692  -0.10
C  3.268  0.085  -0.151  -0.17
O  3.644  1.484  -0.019  -0.04
C  -0.196  -1.128  -0.439  -0.21
N  -0.456  -0.312  -1.648  0.04
H  -2.824  1.381  2.251  0.12
H  -4.375  1.108  2.801  0.20
H  -3.745  0.414  1.298  0.10
H  1.376  -2.278  0.476  0.16
H  1.444  0.814  0.518  0.09
H  2.270  -0.077  1.763  0.18
H  4.009  -0.598  0.371  0.15
H  3.044  -0.102  -1.282  0.16
H  4.210  1.704  -0.782  0.12
H  -0.966  -0.690  0.224  0.14
H  -0.644  -2.104  -0.659  0.14
H  -0.059  0.605  -1.597  0.09
H  -0.003  -0.830  -2.390  0.11
H  -2.354  0.083  -1.455  0.07
H  -3.891  0.842  -1.410  0.05
O  -3.265  0.273  -0.945  -0.12

Energies relative to the most stable structure, in eV: A 0.000; B 3.169.

A:
C4H14NO3 | ωB97M-V/def2-TZVPD

## Properties
Highest occupied orbital energy ... -4.3 eV
Net charge ... -1

Last column: Löwdin charge in e.
Element x y z (Å)
C  1.080  -1.314  -1.299  -0.14
N  0.637  -1.442  0.094  -0.09
C  -1.609  -2.249  -0.470  -0.09
C  -0.797  -1.157  0.227  -0.42
C  -1.163  0.290  -0.266  -0.33
O  -0.099  1.142  0.018  -0.36
H  0.726  -2.188  -1.871  0.06
H  0.614  -0.484  -1.831  0.07
H  2.161  -1.417  -1.349  0.07
H  1.024  -0.604  0.540  0.09
H  -2.658  -2.186  -0.163  0.07
H  -1.206  -3.208  -0.138  0.07
H  -1.556  -2.101  -1.549  0.06
H  -1.038  -1.105  1.279  0.11
H  -2.038  0.617  0.325  0.10
H  -1.430  0.368  -1.334  0.10
H  0.894  1.909  -0.832  -0.01
H  0.785  3.290  -0.342  -0.01
O  1.346  2.834  -0.979  -0.19
H  -0.194  0.582  2.746  -0.01
H  0.161  1.416  1.571  -0.01
O  0.419  1.302  2.551  -0.15

B:
C4H14NO3 | ωB97M-V/def2-TZVPD

## Properties
Highest occupied orbital energy ... -2.9 eV
Net charge ... -1

Last column: Löwdin charge in e.
Element x y z (Å)
C  0.611  -1.409  2.454  -0.09
C  -0.437  -0.833  1.527  -0.51
C  -1.722  -0.281  2.145  -0.09
N  0.077  0.079  0.498  -0.06
C  1.019  -0.190  -0.623  -0.52
O  1.831  0.875  -0.802  -0.36
H  0.547  -0.757  3.405  0.09
H  0.480  -2.390  2.865  0.05
H  1.545  -1.121  1.971  0.07
H  -0.735  -1.777  0.935  0.14
H  -2.088  -1.066  2.766  0.05
H  -1.519  0.704  2.508  0.06
H  -2.627  -0.175  1.480  0.09
H  0.313  1.004  0.953  0.13
H  1.768  -0.982  -0.311  0.08
H  0.611  -0.539  -1.624  0.08
H  -1.235  -0.626  -2.635  0.02
H  -1.361  -0.395  -1.239  -0.02
O  -1.953  -0.518  -1.996  -0.10
H  1.411  1.583  -2.794  0.00
H  0.825  2.358  -1.625  0.01
O  0.696  2.183  -2.578  -0.14

Energies relative to the most stable structure, in eV: A 0.000; B 1.564.

A:
C4H14NO3 | ωB97M-V/def2-TZVPD

## Properties
Highest occupied orbital energy ... -3.8 eV
Net charge ... -1

Last column: Löwdin charge in e.
Element x y z (Å)
C  -1.397  0.614  0.897  -0.18
N  0.004  0.308  0.732  -0.12
C  0.479  0.548  -0.596  -0.27
C  2.005  0.880  -0.648  -0.18
C  2.592  1.023  -2.046  -0.11
O  1.407  1.068  -3.298  -0.12
H  -1.589  1.689  0.844  0.06
H  -2.065  0.125  0.176  0.08
H  -1.720  0.235  1.853  0.05
H  0.109  -0.675  0.960  0.08
H  0.316  -0.229  -1.355  0.12
H  0.030  1.438  -1.042  0.11
H  2.400  0.054  -0.053  0.11
H  2.247  1.825  -0.171  0.10
H  3.525  0.539  -2.331  0.11
H  2.776  2.076  -2.202  0.09
H  -1.095  -2.212  3.138  -0.11
H  1.805  0.314  -2.932  -0.08
O  -1.339  -1.950  2.247  -0.45
H  -2.670  -2.636  1.874  -0.05
H  -4.144  -2.151  2.177  -0.03
O  -3.676  -2.885  1.779  -0.21

B:
C4H14NO3 | ωB97M-V/def2-TZVPD

## Properties
Highest occupied orbital energy ... -4.6 eV
Net charge ... -1

Last column: Löwdin charge in e.
Element x y z (Å)
C  0.039  -1.263  0.171  -0.37
O  0.875  -0.266  0.650  -0.25
C  -1.441  -1.026  0.650  -0.17
C  -2.282  -0.261  -0.463  -0.19
C  -2.197  1.262  -0.318  -0.31
N  -1.018  1.868  0.304  -0.02
H  0.142  -1.388  -0.946  0.11
H  0.392  -2.241  0.509  0.08
H  -1.918  -1.975  0.803  0.08
H  -1.414  -0.424  1.531  0.08
H  -1.969  -0.661  -1.398  0.08
H  -3.256  -0.704  -0.181  0.09
H  -3.122  1.684  0.099  0.09
H  -2.258  1.869  -1.267  0.10
H  -0.115  1.590  -0.045  0.05
H  -0.992  1.514  1.253  0.04
H  3.701  1.794  -0.415  -0.01
H  4.028  0.303  -0.228  0.01
O  4.452  1.220  -0.606  -0.21
H  1.943  -0.583  0.195  -0.01
H  3.427  -1.481  0.133  -0.01
O  2.984  -0.829  -0.432  -0.27

C:
C4H14NO3 | ωB97M-V/def2-TZVPD

## Properties
Highest occupied orbital energy ... -4.0 eV
Net charge ... -1

Last column: Löwdin charge in e.
Element x y z (Å)
C  -1.886  0.663  -2.402  -0.16
N  -1.003  0.497  -1.234  -0.28
C  0.393  0.295  -1.707  -0.10
C  -1.454  -0.689  -0.522  -0.24
C  -0.944  -0.891  0.975  -0.32
O  0.265  -1.612  0.874  -0.31
H  -2.839  1.039  -2.054  0.06
H  -1.877  -0.276  -3.019  0.09
H  -1.653  1.449  -3.135  0.06
H  0.912  0.677  -0.753  0.10
H  0.564  0.707  -2.714  0.07
H  0.629  -0.793  -1.769  0.08
H  -2.572  -0.550  -0.500  0.10
H  -1.251  -1.713  -1.078  0.14
H  -1.685  -1.460  1.474  0.06
H  -0.626  -0.012  1.563  0.10
H  0.863  1.906  1.717  -0.01
H  2.054  0.959  2.251  0.01
O  1.632  1.910  2.302  -0.18
H  1.294  -0.891  1.189  -0.01
H  2.542  -0.064  0.568  -0.02
O  2.335  -0.418  1.428  -0.24

Energies relative to the most stable structure, in eV: A 2.962; B 0.000; C 0.789.

A:
CHBr2IO2S | ωB97M-V/def2-TZVPD

## Properties
Highest occupied orbital energy (alpha / beta) ... -10.4 / -10.1 eV

Last column: Löwdin charge in e.
Element x y z (Å)
C  -0.876  0.110  0.538  -0.77
O  -0.067  1.894  -1.273  -0.38
O  0.745  -0.353  -1.436  -0.40
S  0.311  0.705  -0.590  -0.02
Br  -2.328  -0.339  -0.515  0.80
Br  0.578  -2.674  1.120  0.23
I  2.098  1.289  0.879  0.66
H  -0.461  -0.632  1.277  -0.11

B:
CHBr2IO2S | ωB97M-V/def2-TZVPD

## Properties
Highest occupied orbital energy (alpha / beta) ... -10.1 / -9.9 eV

Last column: Löwdin charge in e.
Element x y z (Å)
C  0.200  0.784  -0.071  -0.79
O  0.509  -1.021  1.856  -0.36
O  2.321  -0.512  0.354  -0.34
S  0.944  -0.619  0.594  0.07
Br  -1.443  1.193  0.438  0.75
Br  -3.241  0.964  -1.518  -0.04
I  0.060  -2.396  -0.850  0.60
H  0.651  1.607  -0.804  0.12

Energies relative to the most stable structure, in eV: A 0.182; B 0.000.

A:
C2H2ClNO2 | ωB97M-V/def2-TZVPD

## Properties
Highest occupied orbital energy (alpha / beta) ... -9.4 / -9.4 eV

Last column: Löwdin charge in e.
Element x y z (Å)
C  -1.196  -0.283  -0.070  0.10
C  0.085  -0.136  0.291  -0.56
N  0.642  1.070  0.139  -0.06
O  -0.038  2.090  0.003  0.01
O  2.634  -0.737  -0.001  -0.66
Cl  1.298  -1.431  0.042  0.99
H  -1.642  -1.245  -0.307  0.08
H  -1.782  0.672  -0.096  0.10

B:
C2H2ClNO2 | ωB97M-V/def2-TZVPD

## Properties
Highest occupied orbital energy ... -10.9 eV

Last column: Löwdin charge in e.
Element x y z (Å)
C  0.506  0.448  -0.044  -0.31
C  -1.730  -0.516  0.287  -0.17
N  -0.454  -0.481  0.449  0.18
O  1.398  0.303  -0.814  0.10
O  -2.693  0.153  0.294  0.06
Cl  -2.311  2.248  2.318  -0.03
H  0.860  1.227  0.632  0.14
H  -2.832  1.511  0.880  0.03

Energies relative to the most stable structure, in eV: A 4.448; B 0.000.